C7H7N5 | wB97M-V/def2-TZVPD

Charge: 0
SMILES string: [H]/N=C/C(N)=C(C#N)C#N.C=C=N

Each line ends with the Mulliken charge.
Element x y z (Å)
H  3.51  -0.26  0.05  0.227
N  2.59  -0.25  0.46  -0.578
C  1.58  0.51  0.37  -0.090
C  0.36  -0.07  0.99  0.404
N  0.53  -1.24  1.60  -0.346
C  -0.77  0.69  0.91  0.388
C  -2.06  0.26  1.18  0.109
N  -3.10  -0.14  1.48  -0.495
C  -0.86  1.97  0.18  -0.078
N  -1.06  2.99  -0.27  -0.464
H  1.44  1.30  -0.36  0.394
H  1.48  -1.54  1.54  0.255
H  -0.22  -1.68  2.12  0.222
C  -0.85  -1.27  -1.29  -1.131
C  -0.45  -0.23  -1.90  0.754
N  -0.38  0.77  -2.65  -0.548
H  -1.61  -1.28  -0.58  0.441
H  -0.23  -2.17  -1.42  0.216
H  0.09  1.64  -2.42  0.320


C7H7NO2S | wB97M-V/def2-TZVPD

Charge: 0
SMILES string: N#C[C@@H]1[C@H]2C=C[C@H](C2)S1(=O)=O

Each line ends with the Mulliken charge.
Element x y z (Å)
N  2.80  2.39  -0.58  -0.496
C  1.92  1.68  -0.40  -0.081
C  0.80  0.82  -0.64  -0.099
C  -0.61  1.00  -0.08  0.103
C  -1.45  0.02  -0.91  -0.508
C  -1.30  -1.22  -0.45  -0.554
C  -0.48  -1.13  0.80  0.053
C  -0.64  0.35  1.21  -0.990
S  1.19  -1.04  0.09  1.068
O  2.16  -0.97  1.17  -0.638
O  1.51  -1.95  -0.96  -0.619
H  0.98  0.66  -1.71  0.432
H  -0.95  2.03  -0.12  0.462
H  -1.88  0.28  -1.92  0.370
H  -2.03  -2.05  -0.86  0.304
H  -0.35  -1.93  1.54  0.540
H  0.00  0.63  2.07  0.352
H  -1.68  0.44  1.74  0.300


C7H7NO3 | wB97M-V/def2-TZVPD

Charge: 0
SMILES string: O=[N+]([O-])c1ccccc1CO

Each line ends with the Mulliken charge.
Element x y z (Å)
O  -0.98  0.64  -2.48  -0.624
N  -1.29  1.13  -1.36  0.887
O  -1.98  2.03  -1.14  -0.535
C  -0.70  0.30  -0.21  0.771
C  -1.65  -0.02  0.81  -0.559
C  -1.21  -0.68  1.97  -0.183
C  0.21  -0.95  2.04  -0.446
C  1.01  -0.67  1.01  -0.414
C  0.70  0.09  -0.15  0.704
C  1.62  0.34  -1.21  -1.318
O  1.61  -0.52  -2.28  -0.473
H  -2.87  0.37  0.77  0.169
H  -2.15  -0.95  2.67  0.230
H  0.61  -1.36  3.19  0.179
H  2.19  -0.85  1.33  0.148
H  1.44  1.24  -1.52  0.576
H  2.64  0.23  -0.92  0.472
H  0.80  -0.37  -2.54  0.415


C7H7O4 | wB97M-V/def2-TZVPD

Charge: -1
SMILES string: O=C([O-])C1=C[C@@]2(O)O[C@H]2CC1

Each line ends with the Mulliken charge.
Element x y z (Å)
O  3.66  0.72  0.02  -0.679
C  3.30  -0.40  0.14  0.293
O  3.92  -1.43  0.32  -0.748
C  1.81  -0.45  -0.04  0.549
C  1.02  -1.26  0.66  -1.169
C  -0.49  -1.41  0.49  1.256
O  -0.84  -2.73  0.37  -0.597
O  -1.46  -0.60  1.06  -0.561
C  -1.22  -0.35  -0.32  -0.320
C  -0.28  0.84  -0.70  -0.771
C  1.15  0.43  -1.06  -0.537
H  1.60  -1.95  1.34  0.368
H  0.06  -3.14  0.23  0.371
H  -1.96  -0.58  -1.06  0.408
H  -0.12  1.49  0.20  0.290
H  -0.78  1.33  -1.58  0.279
H  1.82  1.28  -1.37  0.288
H  1.18  -0.29  -1.89  0.280


The calculation returns the following energy values, one per record and in order: -14819.120 -23789.634 -14998.718 -15561.951 eV.